# 1
A 2-piece molecular cluster, C32H51N2O7 overall in a non-equilibrium geometry, computed with the ωB97M-V functional and the def2-TZVPD basis.

Computed properties:
Charge: +1
Frontier orbital gap in eV: 7.53
Strongest force on any atom in eV/Å: 8.88

Positions of all 92 atoms, in Å:
C (1.424, -1.464, 7.957)
C (0.837, -2.839, 7.224)
C (1.991, -3.682, 6.419)
C (2.651, -2.903, 5.136)
C (1.573, -2.243, 4.092)
C (2.171, -0.896, 3.309)
C (1.302, 0.459, 3.690)
C (1.160, 1.526, 2.432)
N (-0.271, 1.444, 1.936)
C (-0.471, 0.930, 0.511)
C (-1.926, 0.713, -0.218)
C (-1.969, 0.149, -1.762)
C (-0.719, -0.877, -2.134)
C (0.361, 0.018, -3.006)
C (1.733, -0.788, -3.414)
C (2.813, 0.359, -3.966)
C (3.702, 1.041, -2.751)
C (3.064, 2.443, -2.189)
C (4.146, 3.452, -1.467)
O (4.034, 4.766, -2.125)
C (3.873, 5.862, -1.153)
C (2.746, 7.076, -1.382)
O (4.631, 6.017, -0.033)
C (-3.289, 1.099, 0.666)
O (-4.575, 0.909, -0.020)
C (-5.565, 0.213, 0.807)
C (-6.626, 1.146, 1.614)
C (-6.656, 2.729, 1.237)
O (-6.440, 0.886, 3.080)
C (-3.068, 1.690, 2.180)
C (-1.505, 1.821, 2.728)
O (-1.317, 2.335, 4.123)
H (0.494, -0.734, 8.034)
H (2.339, -1.004, 7.391)
H (1.698, -1.766, 9.072)
H (-0.123, -2.610, 6.582)
H (0.462, -3.528, 8.122)
H (2.873, -3.866, 7.199)
H (1.611, -4.773, 6.130)
H (3.270, -3.721, 4.525)
H (3.447, -2.152, 5.561)
H (1.362, -3.056, 3.252)
H (0.505, -2.023, 4.577)
H (2.192, -1.139, 2.162)
H (3.262, -0.734, 3.700)
H (1.801, 1.046, 4.601)
H (0.230, 0.072, 4.040)
H (1.923, 1.160, 1.590)
H (1.506, 2.623, 2.713)
H (0.489, 0.661, -0.122)
H (-2.064, 1.029, -2.553)
H (-2.967, -0.488, -1.875)
H (-0.164, -1.296, -1.170)
H (-1.103, -1.839, -2.717)
H (0.689, 0.994, -2.425)
H (-0.244, 0.408, -3.958)
H (1.465, -1.460, -4.360)
H (2.180, -1.456, -2.554)
H (3.465, -0.054, -4.850)
H (2.170, 1.252, -4.427)
H (3.679, 0.265, -1.847)
H (4.833, 1.234, -3.072)
H (2.267, 2.148, -1.367)
H (2.439, 2.977, -3.053)
H (3.818, 3.554, -0.330)
H (5.225, 2.997, -1.454)
H (1.679, 6.667, -1.641)
H (2.677, 7.799, -0.446)
H (3.165, 7.743, -2.267)
H (-6.187, -0.515, 0.096)
H (-5.063, -0.510, 1.614)
H (-7.713, 0.712, 1.376)
H (-5.957, 3.075, 0.368)
H (-6.424, 3.428, 2.175)
H (-7.766, 2.992, 0.884)
H (-6.339, 1.757, 3.574)
H (-4.013, 1.997, 2.805)
H (-1.702, 1.662, 4.780)
C (-2.445, -3.604, -7.623)
C (-1.286, -3.866, -8.354)
C (-0.077, -4.095, -7.693)
C (-0.042, -4.063, -6.292)
C (-1.203, -3.792, -5.555)
C (-2.405, -3.563, -6.228)
N (1.219, -4.327, -5.590)
O (2.228, -4.544, -6.278)
O (1.203, -4.323, -4.351)
H (-3.386, -3.432, -8.142)
H (-1.324, -3.896, -9.441)
H (0.817, -4.298, -8.277)
H (-1.189, -3.760, -4.468)
H (-3.312, -3.355, -5.665)

Here are the Mulliken charges for atoms 1 to 2, given in e: number 1, C, carries -0.83; number 2, C, carries -0.43

=====

# 2
A 2-piece molecular cluster, C6H12O overall in a non-equilibrium geometry, computed with the ωB97M-V functional and the def2-TZVPD basis.

Computed properties:
Energy above the lowest of the compared OMol25 structures with the same formula, charge and spin in kJ/mol: 368.0
Charge: 0
Frontier orbital gap in eV: 9.94
Strongest force on any atom in eV/Å: 4.03

Positions of all 19 atoms, in Å:
C (-0.608, 1.596, 1.232)
C (-0.137, 0.140, 1.314)
C (0.430, -0.372, -0.005)
C (1.575, 0.305, -0.670)
C (0.236, -1.811, -0.483)
C (-0.615, -0.755, -1.083)
O (-1.943, -0.965, -0.699)
H (-1.367, 1.718, 0.450)
H (0.216, 2.277, 0.993)
H (-1.047, 1.928, 2.180)
H (-0.997, -0.493, 1.565)
H (0.581, 0.032, 2.137)
H (2.004, 1.136, -0.071)
H (2.363, -0.334, -1.056)
H (1.012, 0.570, -1.999)
H (-0.218, -2.540, 0.196)
H (1.050, -2.192, -1.082)
H (-0.089, -0.089, -2.097)
H (-2.444, -0.152, -0.821)

Here are the natural (NBO) charges for atoms 1 to 2, given in e: number 1, C, carries -0.60; number 2, C, carries -0.39

=====

# 3
A 9-piece molecular cluster, C17H46Cl10O16P4 overall in a non-equilibrium geometry, computed with the ωB97M-V functional and the def2-TZVPD basis.

Computed properties:
SMILES string: COP(=O)(OC)OC.COP(=O)(OC)OC.COP(=O)(OC)OC.COP(=O)(OC)OC.ClCCl.ClCCl.ClCCl.ClCCl.ClCCl
Charge: 0
Frontier orbital gap in eV: 10.60
Strongest force on any atom in eV/Å: 4.42

Positions of all 93 atoms, in Å:
C (4.181, -6.917, 2.563)
O (4.359, -5.483, 2.531)
P (3.526, -4.508, 3.477)
O (2.903, -5.166, 4.634)
O (2.425, -3.757, 2.519)
C (1.420, -4.503, 1.911)
O (4.563, -3.330, 3.837)
C (5.066, -3.159, 5.176)
H (5.049, -7.496, 2.878)
H (3.968, -7.198, 1.531)
H (3.286, -7.242, 3.094)
H (1.430, -4.238, 0.854)
H (0.386, -4.218, 2.105)
H (1.368, -5.571, 2.122)
H (4.398, -3.361, 6.014)
H (5.357, -2.112, 5.256)
H (6.036, -3.649, 5.257)
C (-0.371, 4.209, -0.261)
O (-1.396, 3.627, -1.120)
P (-3.006, 3.523, -0.776)
O (-3.825, 2.664, -1.658)
O (-3.472, 5.070, -0.604)
C (-3.252, 6.019, -1.588)
O (-2.990, 3.016, 0.721)
C (-2.293, 1.854, 1.001)
H (0.440, 4.681, -0.816)
H (0.145, 3.393, 0.244)
H (-0.691, 4.894, 0.524)
H (-4.152, 6.511, -1.956)
H (-2.705, 5.570, -2.417)
H (-2.621, 6.840, -1.247)
H (-1.467, 1.953, 1.705)
H (-1.868, 1.322, 0.150)
H (-3.003, 1.106, 1.353)
C (0.455, 6.817, -6.468)
O (0.046, 5.680, -5.713)
P (1.157, 5.083, -4.676)
O (2.445, 4.565, -5.332)
O (1.323, 6.292, -3.584)
C (0.195, 7.131, -3.135)
O (0.310, 3.988, -3.811)
C (0.211, 2.681, -4.264)
H (0.154, 6.645, -7.501)
H (1.508, 7.098, -6.462)
H (-0.065, 7.692, -6.076)
H (-0.708, 6.874, -3.688)
H (0.447, 8.184, -3.257)
H (-0.066, 6.927, -2.096)
H (0.310, 2.013, -3.408)
H (1.014, 2.362, -4.928)
H (-0.640, 2.440, -4.900)
C (-2.527, -3.468, 0.347)
O (-2.958, -4.016, 1.612)
P (-4.267, -3.373, 2.278)
O (-5.579, -3.857, 1.691)
O (-4.060, -3.675, 3.845)
C (-2.882, -3.168, 4.490)
O (-3.998, -1.764, 2.151)
C (-4.986, -0.889, 2.690)
H (-3.213, -2.749, -0.101)
H (-2.502, -4.260, -0.401)
H (-1.535, -3.036, 0.479)
H (-2.804, -3.673, 5.452)
H (-2.962, -2.084, 4.579)
H (-1.949, -3.455, 4.005)
H (-4.867, 0.051, 2.151)
H (-4.989, -0.737, 3.769)
H (-5.941, -1.375, 2.494)
Cl (4.315, -1.166, 0.655)
C (4.849, -2.747, -0.063)
Cl (5.256, -2.469, -1.752)
H (5.699, -3.068, 0.540)
H (4.129, -3.560, 0.032)
Cl (2.048, -1.858, -5.246)
C (2.879, -0.705, -4.242)
Cl (3.733, 0.447, -5.296)
H (2.169, -0.220, -3.573)
H (3.599, -1.204, -3.593)
Cl (-0.322, -1.613, 5.873)
C (1.022, -1.396, 4.682)
Cl (0.413, -1.287, 3.034)
H (1.537, -0.456, 4.880)
H (1.684, -2.256, 4.775)
Cl (-4.853, -0.657, -0.977)
C (-3.673, -0.726, -2.273)
Cl (-2.010, -0.946, -1.643)
H (-3.886, -1.531, -2.977)
H (-3.685, 0.211, -2.830)
Cl (1.632, -2.241, -1.131)
C (1.127, -0.838, -0.099)
Cl (1.307, 0.707, -1.002)
H (0.071, -0.948, 0.147)
H (1.689, -0.762, 0.832)

Here are the Mulliken charges for atoms 1 to 2, given in e: number 1, C, carries -0.74; number 2, O, carries -0.31

=====

# 4
One molecule with the formula C3H8N2O in a non-equilibrium geometry, computed with the ωB97M-V functional and the def2-TZVPD basis.

Computed properties:
SMILES string: CNCC(N)=O
Energy above the lowest of the compared OMol25 structures with the same formula, charge and spin in kJ/mol: 268.4
Charge: 0
Frontier orbital gap in eV: 10.01
Strongest force on any atom in eV/Å: 4.88

Positions of all 14 atoms, in Å:
C (0.935, 1.420, -0.449)
N (1.272, 0.365, 0.498)
C (0.654, -0.946, 0.529)
C (-0.706, -0.746, -0.119)
N (-1.481, -0.048, 0.816)
O (-0.922, -0.519, -1.310)
H (1.060, 1.188, -1.529)
H (0.251, 2.226, -0.217)
H (1.819, 2.185, -0.151)
H (2.284, 0.364, 0.551)
H (1.171, -1.634, -0.195)
H (0.506, -1.613, 1.395)
H (-0.916, 0.538, 1.400)
H (-2.332, 0.352, 0.451)

Here are the natural (NBO) charges for atoms 1 to 2, given in e: number 1, C, carries -0.44; number 2, N, carries -0.66

=====

# 5
C51H45BrCrN3O2P2S2Si as an isolated structure in a non-equilibrium geometry, computed with the ωB97M-V functional and the def2-TZVPD basis.

Computed properties:
Multiplicity: 4
Energy above the lowest of the compared OMol25 structures with the same formula, charge and spin in kJ/mol: 27.3
Expectation value of S²: 3.812
Charge: -2
Frontier orbital gap (alpha / beta) in eV: 6.22 / 6.33
Strongest force on any atom in eV/Å: 3.35

Positions of all 108 atoms, in Å:
Cr (0.216, -0.904, 0.482)
S (-3.365, -3.437, 0.373)
P (-2.783, -1.875, -0.759)
C (-1.892, -0.603, -0.188)
P (-2.329, 0.442, 1.120)
S (-1.325, -0.090, 2.784)
C (-4.125, 0.776, 1.686)
C (-4.538, 2.026, 2.125)
C (-5.772, 2.279, 2.714)
C (-6.645, 1.194, 2.821)
C (-6.258, -0.074, 2.373)
C (-5.022, -0.269, 1.794)
C (-1.850, 2.132, 0.689)
C (-1.486, 3.091, 1.634)
C (-0.995, 4.309, 1.216)
C (-1.078, 4.707, -0.114)
C (-1.370, 3.757, -1.067)
C (-1.754, 2.493, -0.634)
C (-1.867, -2.443, -2.305)
C (-0.906, -3.378, -2.211)
C (-0.159, -3.824, -3.366)
C (-0.470, -3.294, -4.577)
C (-1.453, -2.289, -4.665)
C (-2.137, -1.885, -3.567)
C (-4.414, -1.210, -1.509)
C (-4.368, 0.066, -2.069)
C (-5.506, 0.680, -2.579)
C (-6.695, 0.004, -2.586)
C (-6.771, -1.289, -2.130)
C (-5.595, -1.924, -1.668)
H (-3.871, 2.915, 2.076)
H (-6.035, 3.196, 3.177)
H (-7.697, 1.428, 3.171)
H (-7.011, -0.881, 2.446)
H (-4.638, -1.302, 1.492)
H (-1.378, 2.730, 2.659)
H (-0.486, 5.012, 1.878)
H (-0.627, 5.653, -0.498)
H (-1.308, 3.851, -2.164)
H (-2.007, 1.746, -1.445)
H (-0.721, -3.853, -1.191)
H (0.663, -4.499, -3.272)
H (0.054, -3.549, -5.484)
H (-1.476, -1.834, -5.632)
H (-2.991, -1.138, -3.658)
H (-3.486, 0.672, -2.058)
H (-5.539, 1.702, -2.917)
H (-7.570, 0.470, -3.009)
H (-7.680, -1.863, -2.085)
H (-5.551, -2.907, -1.248)
Br (2.658, -0.869, -5.834)
C (2.129, -0.626, -4.020)
C (1.109, 0.254, -3.656)
C (0.648, 0.237, -2.352)
C (1.189, -0.660, -1.400)
C (2.264, -1.446, -1.802)
C (2.728, -1.400, -3.092)
H (0.625, 0.904, -4.434)
H (-0.144, 0.923, -2.145)
H (2.803, -2.123, -1.140)
H (3.587, -1.986, -3.384)
N (-0.683, -3.452, 2.541)
C (0.110, -3.732, 1.447)
O (0.515, -2.792, 0.642)
C (0.620, -5.019, 1.240)
C (0.208, -6.103, 2.030)
N (-0.228, -6.999, 2.623)
C (1.442, -5.326, 0.115)
N (2.151, -5.666, -0.765)
H (-1.198, -4.226, 2.937)
H (-1.185, -2.578, 2.534)
C (4.094, 3.079, 2.561)
C (3.098, 1.915, 2.812)
C (3.539, 1.093, 3.999)
C (1.802, 2.585, 3.146)
Si (2.923, 0.733, 1.353)
O (1.420, 0.174, 1.424)
C (4.218, -0.633, 1.430)
C (5.499, -0.215, 1.578)
C (6.542, -1.057, 1.896)
C (6.322, -2.455, 1.893)
C (4.998, -2.915, 1.650)
C (3.977, -1.996, 1.408)
C (3.048, 1.926, -0.146)
C (4.294, 2.129, -0.757)
C (4.485, 3.115, -1.736)
C (3.433, 3.999, -2.087)
C (2.191, 3.775, -1.538)
C (1.997, 2.778, -0.560)
H (4.080, 3.685, 3.571)
H (3.707, 3.746, 1.816)
H (5.148, 2.832, 2.303)
H (3.640, 1.709, 4.903)
H (4.475, 0.596, 3.863)
H (2.817, 0.270, 4.204)
H (1.918, 3.180, 4.069)
H (1.036, 1.864, 3.415)
H (1.448, 3.135, 2.266)
H (5.709, 0.871, 1.592)
H (7.555, -0.726, 2.085)
H (7.143, -3.146, 2.100)
H (4.825, -3.952, 1.652)
H (2.958, -2.358, 1.228)
H (5.069, 1.356, -0.527)
H (5.472, 3.204, -2.163)
H (3.540, 4.762, -2.812)
H (1.300, 4.320, -1.829)
H (1.000, 2.591, -0.202)

Here are the Mulliken charges for atoms 1 to 2, given in e: number 1, Cr, carries -0.81; number 2, S, carries -0.54

=====

# 6
C49H38BiN6O4PS as an isolated structure in a non-equilibrium geometry, computed with the ωB97M-V functional and the def2-TZVPD basis.

Computed properties:
Energy above the lowest of the compared OMol25 structures with the same formula, charge and spin in kJ/mol: 36.4
Charge: 0
Frontier orbital gap (alpha / beta) in eV: 6.99 / 6.99
Strongest force on any atom in eV/Å: 4.36

Positions of all 100 atoms, in Å:
Bi (-0.805, 0.451, -0.950)
C (-3.915, 0.016, 1.855)
O (-2.678, -0.526, 1.438)
C (-2.027, -1.322, 2.296)
C (-2.734, -2.244, 3.057)
C (-2.122, -3.154, 3.896)
C (-0.734, -3.242, 3.869)
C (0.008, -2.308, 3.112)
C (-0.630, -1.350, 2.375)
N (0.158, -0.457, 1.605)
N (1.356, -0.387, 2.004)
C (2.352, 0.152, 1.181)
C (2.320, 0.231, -0.210)
O (1.272, -0.004, -0.909)
C (3.498, 0.778, -0.887)
C (4.575, 1.194, -0.198)
C (4.649, 1.041, 1.220)
C (5.791, 1.498, 1.874)
C (5.898, 1.279, 3.218)
C (4.908, 0.554, 3.910)
C (3.768, 0.201, 3.313)
C (3.546, 0.486, 1.891)
H (-3.857, 0.095, 2.948)
H (-4.768, -0.529, 1.502)
H (-3.997, 0.983, 1.342)
H (-3.794, -2.154, 2.986)
H (-2.710, -3.792, 4.546)
H (-0.261, -3.872, 4.548)
H (1.109, -2.460, 3.039)
H (3.426, 0.935, -1.892)
H (5.341, 1.663, -0.782)
H (6.589, 2.033, 1.431)
H (6.811, 1.582, 3.754)
H (5.136, 0.126, 4.896)
H (3.043, -0.327, 3.875)
N (-5.122, 5.970, 3.466)
C (-4.404, 5.362, 2.476)
C (-4.548, 5.863, 1.143)
C (-3.809, 5.228, 0.116)
C (-2.939, 4.178, 0.446)
C (-2.781, 3.685, 1.767)
C (-3.556, 4.279, 2.740)
S (-2.016, 3.511, -0.901)
O (-1.730, 4.494, -1.907)
O (-2.787, 2.324, -1.328)
N (-0.709, 2.816, -0.319)
C (0.167, 3.558, 0.469)
N (1.064, 2.773, 1.154)
C (2.021, 3.388, 1.903)
C (2.018, 4.749, 2.021)
C (0.825, 5.457, 1.523)
N (-0.017, 4.882, 0.749)
H (-6.122, 6.044, 3.284)
H (-4.943, 5.433, 4.290)
H (-5.145, 6.705, 1.017)
H (-3.958, 5.569, -0.901)
H (-2.245, 2.764, 1.947)
H (-3.658, 3.869, 3.775)
H (2.646, 2.592, 2.271)
H (2.729, 5.301, 2.696)
H (0.553, 6.517, 1.635)
C (-3.586, -5.708, -2.347)
C (-3.982, -4.403, -2.352)
C (-3.044, -3.383, -2.143)
C (-1.700, -3.688, -2.025)
C (-1.306, -5.038, -1.990)
C (-2.272, -6.038, -2.282)
P (-0.422, -2.266, -1.888)
C (0.978, -3.145, -1.076)
C (0.785, -3.827, 0.141)
C (1.781, -4.499, 0.742)
C (2.993, -4.467, 0.138)
C (3.259, -3.824, -1.027)
C (2.226, -3.155, -1.704)
C (0.155, -1.956, -3.594)
C (0.481, -2.925, -4.477)
C (1.276, -2.626, -5.604)
C (1.576, -1.376, -5.903)
C (1.225, -0.284, -5.017)
C (1.563, 1.051, -5.387)
C (1.094, 2.085, -4.638)
C (0.271, 1.838, -3.558)
C (-0.039, 0.549, -3.200)
C (0.443, -0.568, -3.908)
H (-4.304, -6.503, -2.505)
H (-5.027, -4.088, -2.401)
H (-3.390, -2.347, -2.125)
H (-0.263, -5.300, -1.849)
H (-2.025, -7.064, -2.268)
H (-0.167, -3.913, 0.575)
H (1.605, -4.942, 1.692)
H (3.805, -4.966, 0.775)
H (4.318, -3.753, -1.373)
H (2.360, -2.624, -2.667)
H (0.091, -3.932, -4.267)
H (1.748, -3.343, -6.211)
H (2.215, -1.052, -6.678)
H (2.151, 1.182, -6.255)
H (1.249, 3.137, -4.969)
H (-0.178, 2.680, -3.059)

Here are the Mulliken charges for atoms 1 to 2, given in e: number 1, Bi, carries 2.02; number 2, C, carries -1.10

=====

# 7
One molecule with the formula C10H11P in a non-equilibrium geometry, computed with the ωB97M-V functional and the def2-TZVPD basis.

Computed properties:
Energy above the lowest of the compared OMol25 structures with the same formula, charge and spin in kJ/mol: 432.5
Charge: 0
Frontier orbital gap (alpha / beta) in eV: 7.48 / 6.98
Strongest force on any atom in eV/Å: 4.10

Positions of all 22 atoms, in Å:
C (3.193, 0.754, -0.185)
C (2.435, 0.358, 0.882)
C (2.479, 0.981, -1.405)
C (0.996, 0.284, 0.910)
C (1.054, 0.844, -1.421)
C (0.270, 0.574, -0.241)
C (-2.225, -0.800, 1.547)
C (-2.041, 0.407, 0.756)
C (-1.309, -2.236, -0.544)
C (-1.143, 0.420, -0.379)
P (-1.957, -2.385, 1.046)
H (4.252, 0.703, -0.171)
H (3.062, 0.197, 1.710)
H (3.053, 1.245, -2.255)
H (0.393, 0.027, 1.752)
H (0.608, 1.341, -2.237)
H (-2.865, -0.799, 2.415)
H (-3.145, 0.458, 0.287)
H (-1.945, 1.252, 1.482)
H (-2.113, -2.231, -1.178)
H (-0.432, -2.873, -0.966)
H (-1.423, 0.492, -1.450)

Here are the natural (NBO) charges for atoms 1 to 2, given in e: number 1, C, carries -0.22; number 2, C, carries -0.20